1.
Entry from the OMol25 dataset: a structure of composition C29H30F2I2N8O7S3Zr (ωB97M-V with the def2-TZVPD basis set).

Each line ends with the Löwdin charge.
Positions of all 82 atoms, in Å:
Zr1 -0.7022 0.4591 0.5985  1.538
N1 -0.0247 4.4180 -2.2429  0.053
C1 -0.0806 3.4750 -1.2710  -0.912
S1 0.0199 1.8206 -1.7348  0.624
N2 -0.1925 3.9793 -0.0253  -0.027
N3 -0.3605 3.0461 0.9265  -0.107
C2 -0.2535 3.4800 2.1516  -0.088
C3 -0.5386 2.4989 3.2126  -0.242
C4 -0.6390 2.9312 4.5405  -0.040
C5 -0.9345 2.0427 5.5458  -0.089
C6 -1.1032 0.7144 5.2602  -0.058
C7 -0.9914 0.3494 3.9409  -0.176
N4 -0.6939 1.1846 2.9266  0.007
H1 0.2009 4.1259 -3.1694  0.063
H2 0.2259 5.3770 -2.0188  0.091
H3 -0.1888 4.5561 2.3587  0.119
H4 -0.5156 4.0170 4.7146  0.114
H5 -1.0915 2.5107 6.5234  0.105
H6 -1.4285 -0.0565 5.9625  0.116
H7 -1.2095 -0.6737 3.6650  0.043
I1 7.1621 0.9236 3.1878  0.773
C8 5.2577 0.9194 2.3617  -0.787
C9 4.9679 1.8929 1.4396  -0.279
C10 3.6988 1.9123 0.8917  -0.621
I2 3.3425 3.2210 -0.6739  0.958
C11 2.6566 1.0538 1.3481  -0.439
O1 1.4706 1.1852 0.9112  -0.282
C12 3.0144 0.1032 2.3672  -0.138
C13 1.9764 -0.8547 2.8818  -0.158
N5 1.2222 -1.3941 1.7758  -0.079
C14 2.0732 -2.1642 0.8343  -0.107
C15 2.9392 -1.4382 -0.2336  -0.250
C16 4.3271 -1.5094 -0.1405  -0.047
C17 5.1196 -0.7959 -1.0220  -0.071
C18 4.5051 -0.1836 -2.1378  -0.089
C19 3.1050 -0.3252 -2.2633  -0.148
N6 2.3552 -0.8914 -1.2941  0.124
C20 4.3172 0.0283 2.8429  -0.143
H8 5.7195 2.5759 1.0744  0.064
H9 2.4749 -1.6582 3.3842  0.110
H10 1.2295 -0.3358 3.4973  0.106
H11 0.5045 -2.0233 2.1342  0.047
H12 2.8055 -2.7840 1.3960  0.122
H13 1.3804 -2.7873 0.3299  0.096
H14 4.7564 -1.8813 0.7471  0.090
H15 6.1681 -0.6514 -0.8550  0.094
H16 5.0374 0.3817 -2.8962  0.086
H17 2.5762 0.1516 -3.1054  0.096
H18 4.5822 -0.7099 3.5913  0.096
F1 -3.0247 2.2798 1.5193  -0.129
C21 -2.6893 1.7252 0.2547  -0.478
F2 -3.8408 1.0995 -0.1028  -0.090
H19 -2.5990 2.6396 -0.3718  0.076
C22 -5.2540 -1.5989 -2.0424  -0.076
C23 -4.5378 -1.5276 -3.3329  -0.224
C24 -3.0219 -1.4243 -3.2739  -0.259
C25 -2.6068 -1.1344 -4.7730  -0.169
C26 -1.1087 -1.1226 -5.0745  -0.088
C27 -2.4581 -2.7677 -2.8099  -0.404
O2 -2.7523 -3.8021 -3.3429  0.101
N7 -1.4530 -2.7009 -1.8836  0.241
C28 -1.2501 -1.5348 -1.1814  -0.546
O3 -0.3144 -1.4624 -0.3401  -0.199
N8 -1.9306 -0.4048 -1.3309  0.021
C29 -2.6522 -0.1691 -2.4392  -0.486
O4 -3.0112 0.9209 -2.8165  0.068
H20 -6.3284 -1.7652 -2.0998  0.074
H21 -5.1116 -0.6877 -1.4651  0.078
H22 -4.9038 -2.4012 -1.4406  0.075
H23 -4.8816 -0.6321 -3.8813  0.119
H24 -4.8075 -2.3593 -4.0510  0.131
H25 -3.0281 -0.2073 -5.1319  0.106
H26 -2.9601 -1.9118 -5.4342  0.104
H27 -0.4941 -0.4789 -4.4805  0.056
H28 -0.9831 -0.8131 -6.1202  0.069
H29 -0.6592 -2.1169 -4.9753  0.075
H30 -1.0776 -3.5613 -1.5080  0.154
O5 -3.2356 -3.5702 2.5764  -0.444
S2 -2.0371 -3.0347 1.9518  0.147
O6 -0.8737 -2.9948 2.8595  -0.452
O7 -1.7044 -3.6839 0.6830  -0.414
S3 -2.6528 -1.0135 1.6191  0.407

Atoms 1-3, force components in eV/Å:
Zr 0.442 0.755 -0.597
N 0.236 0.836 -0.300
C -0.105 -0.478 1.299

Computed properties:
HOMO level   -2.65 eV
Net charge   -2
Total energy   -112243.108 eV
2S+1   1


2.
Entry from the OMol25 dataset: a structure of composition C29H30F3N4O3S2Zr (ωB97M-V with the def2-TZVPD basis set).

Each line ends with the Löwdin charge.
Positions of all 72 atoms, in Å:
Zr1 0.0497 0.5442 0.2570  1.699
C1 2.0340 2.8161 0.8344  -0.034
N1 1.8734 1.5032 1.5290  -0.272
C2 1.6468 1.7661 2.9671  -0.054
C3 3.0990 0.7436 1.2786  -0.226
C4 4.2561 0.8991 2.0224  -0.020
C5 5.4285 0.2754 1.6209  -0.069
C6 5.4442 -0.4578 0.4449  -0.063
C7 4.2898 -0.6214 -0.3027  -0.014
C8 3.0845 -0.0637 0.1311  -0.234
N2 1.8591 -0.1576 -0.5154  -0.123
C9 1.5365 -1.1606 -1.4432  -0.243
C10 2.1029 -2.4363 -1.5098  -0.016
C11 1.6527 -3.3546 -2.4403  -0.059
C12 0.6255 -3.0351 -3.3121  -0.060
C13 0.0208 -1.7913 -3.2346  -0.010
C14 0.4630 -0.8685 -2.3001  -0.228
N3 -0.1560 0.4420 -2.1067  -0.312
C15 -1.5134 0.5463 -2.6734  -0.098
C16 0.6717 1.5151 -2.7244  -0.039
H1 2.8641 3.3657 1.2836  0.113
H2 2.2604 2.6447 -0.2196  0.096
H3 1.1248 3.4098 0.9341  0.078
H4 2.4803 2.3200 3.4001  0.092
H5 0.7488 2.3623 3.0854  0.075
H6 1.5205 0.8267 3.5020  0.095
H7 4.2674 1.5139 2.9112  0.111
H8 6.3282 0.3888 2.2086  0.110
H9 6.3649 -0.9091 0.1004  0.113
H10 4.3253 -1.1788 -1.2272  0.110
H11 2.8814 -2.7169 -0.8155  0.112
H12 2.1069 -4.3356 -2.4766  0.114
H13 0.2822 -3.7569 -4.0396  0.113
H14 -0.8027 -1.5579 -3.8938  0.114
H15 -1.4762 0.5581 -3.7654  0.101
H16 -2.1299 -0.2870 -2.3485  0.050
H17 -1.9487 1.4844 -2.3346  0.076
H18 0.6366 1.4147 -3.8114  0.107
H19 0.2622 2.4861 -2.4424  0.095
H20 1.7016 1.4333 -2.3880  0.085
F1 -3.6038 -3.4344 1.3611  0.146
C17 -3.2567 -2.8133 2.4924  -0.614
F2 -4.0042 -1.7015 2.5904  0.139
F3 -3.6016 -3.6123 3.5094  0.151
C18 -1.7893 -2.4828 2.5305  -0.095
C19 -0.9706 -2.9569 3.5345  0.039
C20 0.3807 -2.6119 3.5583  -0.018
C21 0.8544 -1.7613 2.5848  -0.097
N4 0.0658 -1.3061 1.6045  -0.092
C22 -1.2310 -1.6739 1.5289  -0.640
S1 -2.0412 -1.0176 0.1499  0.755
H21 -1.3828 -3.5978 4.3020  0.134
H22 1.0372 -2.9885 4.3278  0.116
H23 1.8865 -1.4295 2.5581  0.118
C23 -7.5907 1.6114 1.2277  -0.035
C24 -6.1094 1.8453 1.2456  -0.245
C25 -5.4143 1.9717 2.4471  -0.012
C26 -4.0496 2.1946 2.4591  -0.036
C27 -3.3715 2.2856 1.2529  -0.295
C28 -4.0356 2.1659 0.0430  -0.053
C29 -5.4007 1.9502 0.0486  -0.015
S2 -1.6405 2.5247 1.3325  0.554
O1 -1.0351 1.3333 2.0156  -0.449
O2 -1.2975 3.7627 1.9485  -0.224
O3 -1.0786 2.3638 -0.0669  -0.454
H24 -7.9826 1.4695 2.2326  0.081
H25 -7.8340 0.7291 0.6353  0.090
H26 -8.1055 2.4609 0.7766  0.092
H27 -5.9484 1.8948 3.3850  0.122
H28 -3.5154 2.2931 3.3957  0.128
H29 -3.4922 2.2499 -0.8874  0.100
H30 -5.9287 1.8600 -0.8923  0.125

Atoms 1-3, force components in eV/Å:
Zr -0.204 -1.081 -0.293
C -0.059 0.079 0.021
N 0.033 -0.018 0.033

Computed properties:
HOMO level   -10.48 eV
Energy above the lowest of the compared OMol25 structures with the same formula, charge and spin   0.072 eV
Net charge   +1
Total energy   -73766.623 eV
2S+1   1


3.
Entry from the OMol25 dataset: a structure of composition C29H30FMnN7O (ωB97M-V with the def2-TZVPD basis set).

Each line ends with the natural charge from an NBO analysis.
Positions of all 69 atoms, in Å:
Mn1 -0.2518 0.0116 0.1016  1.337
C1 -0.1979 0.2284 4.4243  -0.245
C2 -0.6277 0.3130 3.0862  0.139
N1 0.1776 0.0645 2.0783  -0.477
C3 1.4803 -0.2605 2.3177  0.251
C4 1.9736 -0.4103 3.6134  -0.117
C5 1.0863 -0.1520 4.6861  -0.073
C6 3.3265 -0.8122 3.7833  -0.098
C7 4.1320 -1.0368 2.6959  -0.202
C8 3.6591 -0.8277 1.3921  -0.153
C9 2.3516 -0.4050 1.1797  0.104
N2 1.7458 -0.1248 -0.0087  -0.397
C10 2.2573 0.1441 -1.2357  0.111
C11 3.5848 0.3901 -1.5866  -0.153
C12 3.9308 0.6224 -2.9249  -0.198
C13 2.9821 0.6148 -3.9177  -0.104
C14 1.6102 0.4131 -3.6026  -0.114
C15 0.5710 0.4245 -4.5624  -0.074
C16 -0.7230 0.2463 -4.1596  -0.240
C17 -0.9968 0.0721 -2.7909  0.122
N3 -0.0395 0.0524 -1.8868  -0.474
C18 1.2578 0.2063 -2.2702  0.239
H1 -0.8954 0.4468 5.2190  0.255
H2 -1.6456 0.5770 2.8328  0.226
H3 1.4385 -0.2465 5.7045  0.245
H4 3.7080 -0.9600 4.7846  0.242
H5 5.1467 -1.3790 2.8384  0.250
H6 4.3106 -1.0409 0.5590  0.234
H7 4.3543 0.4443 -0.8330  0.235
H8 4.9655 0.8120 -3.1714  0.250
H9 3.2689 0.7838 -4.9466  0.244
H10 0.8094 0.5737 -5.6072  0.247
H11 -1.5391 0.2441 -4.8666  0.257
H12 -2.0056 -0.0471 -2.4161  0.240
C19 2.1707 3.4694 0.7644  -0.400
N4 0.9202 4.0199 0.2798  -0.415
C20 0.9203 5.4579 0.0098  -0.207
C21 -0.4915 5.9942 0.0550  -0.423
C22 -1.3542 5.1793 -0.8791  -0.207
N5 -1.2227 3.7509 -0.5845  -0.407
C23 -2.3347 2.9208 -1.0196  -0.426
C24 -0.1086 3.2129 -0.0646  0.819
O1 -0.0177 1.9695 0.1250  -0.728
H13 2.5309 4.0805 1.5920  0.217
H14 2.9341 3.4727 -0.0194  0.198
H15 2.0200 2.4554 1.1170  0.211
H16 1.3845 5.6533 -0.9626  0.199
H17 1.5445 5.9295 0.7693  0.223
H18 -0.5063 7.0423 -0.2390  0.247
H19 -0.8802 5.9297 1.0732  0.221
H20 -1.0842 5.3623 -1.9242  0.200
H21 -2.4082 5.4333 -0.7648  0.225
H22 -3.2547 3.2873 -0.5629  0.216
H23 -2.1854 1.8887 -0.7196  0.248
H24 -2.4435 2.9859 -2.1050  0.197
N6 -1.9738 -2.0611 1.8718  -0.789
C25 -1.0695 -2.7195 1.1021  0.432
C26 -0.8797 -4.1048 1.2829  -0.275
C27 0.0126 -4.7777 0.5011  -0.099
C28 0.7259 -4.0827 -0.4848  -0.271
C29 0.5200 -2.7402 -0.5882  0.069
N7 -0.3285 -2.0303 0.2029  -0.526
H25 -2.6111 -2.6426 2.3936  0.411
H26 -2.3591 -1.2128 1.4727  0.422
H27 -1.4707 -4.6164 2.0284  0.238
H28 0.1455 -5.8429 0.6294  0.245
H29 1.4116 -4.5814 -1.1513  0.245
H30 1.0395 -2.1720 -1.3445  0.197
F1 -2.0503 0.1369 0.1128  -0.615

Atoms 1-3, force components in eV/Å:
Mn -0.315 0.030 0.105
C -0.115 0.026 -0.132
C 0.146 -0.044 0.136

Computed properties:
HOMO level (spin up / spin down)   -13.66 / -13.91 eV
Energy above the lowest of the compared OMol25 structures with the same formula, charge and spin   0.000 eV
Net charge   +2
Total energy   -77066.858 eV
2S+1   4